[1]
C29H18Cl2CrN5O2 | the ωB97M-V functional and the def2-TZVPD basis

Element x y z (Å)
1 Cr 0.09 0.14 -0.23
2 Cl 1.03 -5.60 3.25
3 C 1.30 -4.26 2.18
4 C 0.22 -3.45 1.84
5 C 0.41 -2.36 1.00
6 N -0.63 -1.52 0.60
7 C -1.46 -0.99 1.55
8 O -2.66 -0.88 1.48
9 C -0.67 -0.30 2.65
10 C -0.98 -0.32 4.00
11 C -0.17 0.39 4.87
12 C 0.92 1.08 4.36
13 C 1.15 1.06 2.99
14 N 0.37 0.40 2.15
15 C 1.71 -2.07 0.51
16 C 2.77 -2.91 0.83
17 C 2.56 -4.00 1.67
18 Cl 3.91 -5.01 2.07
19 N 1.75 -0.87 -0.20
20 C 2.86 -0.32 -0.72
21 O 4.00 -0.76 -0.74
22 C 2.53 1.02 -1.33
23 C 3.46 1.72 -2.07
24 C 3.08 2.91 -2.67
25 C 1.77 3.35 -2.50
26 C 0.91 2.60 -1.73
27 N 1.27 1.45 -1.14
28 H -0.77 -3.68 2.21
29 H -1.84 -0.88 4.34
30 H -0.38 0.39 5.93
31 H 1.58 1.63 5.01
32 H 1.99 1.59 2.56
33 H 3.76 -2.70 0.45
34 H 4.45 1.31 -2.17
35 H 3.78 3.49 -3.26
36 H 1.42 4.26 -2.96
37 H -0.12 2.91 -1.59
38 C -3.27 2.53 0.94
39 C -4.24 2.06 0.06
40 C -3.85 1.23 -0.98
41 C -2.52 0.86 -1.11
42 N -1.60 1.27 -0.20
43 C -1.98 2.10 0.77
44 C -1.96 0.07 -2.21
45 C -2.66 -0.23 -3.38
46 C -2.01 -0.88 -4.42
47 C -0.68 -1.25 -4.28
48 C 0.00 -0.98 -3.10
49 C -0.62 -0.32 -2.04
50 H -3.53 3.20 1.75
51 H -5.28 2.33 0.18
52 H -4.58 0.84 -1.68
53 H -1.19 2.43 1.45
54 H -3.70 0.06 -3.49
55 H -2.55 -1.10 -5.33
56 H -0.17 -1.73 -5.10
57 H 1.03 -1.31 -2.99

Spin multiplicity: 4
Total charge: 0
HOMO energy (alpha / beta): -0.2607 / -0.2659 Ha
Max |F|: 1.653 eV/A

[2]
C29H19F5GeN4O2STc | the ωB97M-V functional and the def2-TZVPD basis

Element x y z (Å)
1 Tc 0.33 0.27 0.34
2 N 0.08 -1.35 -0.97
3 C 0.78 -1.12 -2.26
4 C 1.33 0.27 -2.36
5 O 1.89 0.69 -3.31
6 O 1.12 1.03 -1.22
7 H 1.80 -1.80 0.06
8 H -0.88 -1.68 -1.08
9 H 0.07 -1.28 -3.07
10 H 1.59 -1.84 -2.36
11 F -1.95 6.31 1.90
12 C -1.92 5.05 1.52
13 C -0.72 4.36 1.52
14 F 0.40 4.95 1.90
15 C -0.74 3.06 1.11
16 F 0.46 2.37 1.10
17 C -1.87 2.39 0.70
18 S -1.83 0.70 0.18
19 C -3.05 3.10 0.71
20 F -4.18 2.52 0.32
21 C -3.08 4.42 1.11
22 F -4.23 5.09 1.10
23 N 0.71 -0.14 2.18
24 C 0.89 -0.07 3.36
25 N 1.05 0.05 4.56
26 C 1.30 -0.71 5.61
27 N 1.51 -1.34 6.56
28 C 0.71 -1.79 0.18
29 Ge -0.01 -3.32 1.26
30 C -1.28 -2.79 2.58
31 C -1.04 -3.11 3.92
32 C -1.93 -2.69 4.91
33 C -3.05 -1.94 4.57
34 C -3.30 -1.62 3.24
35 C -2.42 -2.04 2.25
36 C -0.74 -4.34 -0.19
37 C 0.11 -5.11 -0.99
38 C -0.40 -5.79 -2.09
39 C -1.76 -5.71 -2.40
40 C -2.61 -4.95 -1.61
41 C -2.10 -4.27 -0.50
42 C 1.58 -4.07 2.01
43 C 1.56 -5.42 2.39
44 C 2.66 -5.99 3.01
45 C 3.79 -5.22 3.26
46 C 3.83 -3.88 2.89
47 C 2.72 -3.31 2.28
48 H -0.17 -3.68 4.20
49 H -1.74 -2.94 5.94
50 H -3.73 -1.61 5.34
51 H -4.18 -1.05 2.97
52 H -2.64 -1.79 1.22
53 H 1.16 -5.20 -0.75
54 H 0.25 -6.40 -2.70
55 H -2.15 -6.25 -3.25
56 H -3.66 -4.90 -1.84
57 H -2.79 -3.71 0.13
58 H 0.69 -6.03 2.20
59 H 2.64 -7.03 3.30
60 H 4.65 -5.66 3.74
61 H 4.71 -3.28 3.09
62 H 2.76 -2.26 2.02

ΔE to the lowest compared entry with this formula, charge and spin: 0.000 eV
Total charge: +1
HOMO energy: -0.4470 Ha
Max |F|: 1.242 eV/A

[3]
C29H21ClIrN3O6STe4 | the ωB97M-V functional and the def2-TZVPD basis

Element x y z (Å)
1 Ir 0.61 0.06 -0.56
2 Te 3.37 -1.15 2.81
3 Te 4.34 -3.50 2.04
4 Te 0.25 -2.20 4.10
5 Te 0.90 -0.59 2.06
6 O 0.17 3.24 3.12
7 S -0.05 1.86 2.86
8 O 1.10 1.01 3.32
9 N -0.40 1.38 1.43
10 C -1.52 1.82 0.77
11 C -2.11 3.05 1.02
12 C -3.24 3.44 0.31
13 C -3.79 2.62 -0.65
14 C -3.25 1.35 -0.91
15 C -3.77 0.47 -1.87
16 C -3.20 -0.77 -2.03
17 C -2.11 -1.12 -1.24
18 N -1.55 -0.31 -0.35
19 C -2.10 0.93 -0.19
20 C -1.33 1.24 3.94
21 C -1.24 1.55 5.28
22 C -2.09 0.93 6.18
23 C -3.03 0.01 5.72
24 C -3.12 -0.28 4.37
25 C -2.26 0.33 3.48
26 H -1.66 3.69 1.76
27 H -3.67 4.41 0.51
28 H -4.66 2.94 -1.21
29 H -4.60 0.78 -2.48
30 H -3.57 -1.48 -2.75
31 H -1.66 -2.10 -1.33
32 H -0.50 2.27 5.60
33 H -2.02 1.16 7.23
34 H -3.67 -0.49 6.42
35 H -3.84 -1.00 4.01
36 H -2.32 0.09 2.42
37 O 0.48 2.10 -4.37
38 C 0.75 1.58 -3.29
39 O -0.07 1.02 -2.50
40 C 2.18 1.53 -2.78
41 C 3.28 1.22 -3.57
42 C 4.53 1.03 -2.98
43 C 4.69 1.07 -1.61
44 C 3.59 1.38 -0.80
45 C 2.34 1.68 -1.40
46 N 3.61 1.23 0.55
47 O 2.47 1.25 1.18
48 O 4.67 0.90 1.19
49 H 3.15 1.12 -4.64
50 H 5.38 0.78 -3.61
51 H 5.63 0.84 -1.14
52 H 1.58 2.21 -0.83
53 Cl -0.13 -5.19 -5.30
54 C 0.37 -4.25 -3.94
55 C 1.43 -3.37 -4.06
56 C 1.82 -2.61 -2.98
57 C 1.18 -2.74 -1.74
58 C 1.60 -1.96 -0.58
59 C 0.13 -3.67 -1.64
60 C -0.28 -4.41 -2.72
61 H 1.96 -3.30 -5.00
62 H 2.66 -1.93 -3.07
63 H 2.67 -1.72 -0.60
64 H 1.37 -2.51 0.35
65 H -0.33 -3.83 -0.67
66 H -1.09 -5.11 -2.63

Spin multiplicity: 2
ΔE to the lowest compared entry with this formula, charge and spin: 6.670 eV
Total charge: -1
HOMO energy (alpha / beta): -0.1216 / -0.1254 Ha
Max |F|: 4.211 eV/A

[4]
C29H21CoF5N6O2S3 | the ωB97M-V functional and the def2-TZVPD basis

Element x y z (Å)
1 Co -0.02 -0.27 -0.55
2 C 3.04 -2.60 -2.44
3 C 1.75 -1.97 -2.01
4 N 1.46 -0.72 -1.99
5 N 2.41 0.19 -2.37
6 C 2.08 1.21 -3.23
7 N 3.09 2.13 -3.31
8 S 0.67 1.30 -4.04
9 C 0.63 -2.83 -1.52
10 C 0.38 -4.04 -1.98
11 C -0.82 -4.74 -1.54
12 C -1.70 -4.15 -0.73
13 C -1.51 -2.77 -0.18
14 N -0.19 -2.17 -0.56
15 H 3.89 -1.94 -2.35
16 H 2.98 -2.91 -3.49
17 H 3.23 -3.48 -1.84
18 H 3.37 0.03 -2.11
19 H 4.03 1.93 -3.01
20 H 2.98 2.81 -4.04
21 H 1.06 -4.49 -2.70
22 H -1.03 -5.73 -1.94
23 H -2.63 -4.63 -0.47
24 H -2.29 -2.11 -0.56
25 F -4.00 -2.48 4.06
26 C -2.85 -2.58 3.38
27 C -2.84 -2.65 2.00
28 F -4.02 -2.61 1.33
29 C -1.66 -2.75 1.31
30 F -1.05 -0.17 0.99
31 C -0.48 -2.78 1.97
32 S 0.89 -2.80 0.90
33 C -0.45 -2.69 3.34
34 F 0.71 -2.69 4.02
35 C -1.64 -2.60 4.05
36 F -1.62 -2.53 5.38
37 O -1.93 0.29 -1.83
38 S -1.74 1.68 -1.37
39 O -1.99 2.77 -2.26
40 N -0.27 1.60 -0.86
41 C 0.63 2.57 -0.45
42 C 0.57 3.92 -0.67
43 C 1.61 4.76 -0.22
44 C 2.70 4.27 0.43
45 C 2.79 2.88 0.67
46 C 3.89 2.28 1.33
47 C 3.91 0.93 1.54
48 C 2.81 0.16 1.08
49 N 1.78 0.67 0.46
50 C 1.75 2.03 0.25
51 C -2.80 1.89 0.01
52 C -3.78 0.94 0.27
53 C -4.61 1.12 1.37
54 C -4.46 2.23 2.19
55 C -3.48 3.17 1.91
56 C -2.64 3.01 0.82
57 H -0.26 4.33 -1.22
58 H 1.54 5.83 -0.41
59 H 3.50 4.93 0.77
60 H 4.71 2.90 1.67
61 H 4.73 0.45 2.05
62 H 2.79 -0.91 1.27
63 H -3.87 0.08 -0.37
64 H -5.38 0.38 1.59
65 H -5.11 2.36 3.05
66 H -3.36 4.04 2.56
67 H -1.87 3.74 0.61

Spin multiplicity: 2
ΔE to the lowest compared entry with this formula, charge and spin: 2.519 eV
Total charge: 0
HOMO energy (alpha / beta): -0.2723 / -0.2704 Ha
Max |F|: 3.588 eV/A

[5]
C29H21O6S2 | the ωB97M-V functional and the def2-TZVPD basis

Element x y z (Å)
1 C -2.50 4.43 4.18
2 C -1.41 4.10 3.37
3 C -1.65 3.37 2.21
4 C -2.94 2.98 1.84
5 C -4.03 3.33 2.63
6 C -3.81 4.05 3.80
7 C -2.91 2.25 0.55
8 O -3.87 1.85 -0.10
9 C -1.46 2.17 0.17
10 C -1.03 1.66 -1.01
11 C 0.27 1.92 -1.61
12 C 1.46 1.73 -0.87
13 C 2.69 1.99 -1.46
14 C 2.76 2.57 -2.73
15 C 1.58 2.76 -3.47
16 C 0.35 2.37 -2.94
17 C -0.66 2.93 1.18
18 O 0.53 3.19 1.21
19 H -2.35 4.99 5.10
20 H -0.39 4.37 3.62
21 H -5.03 3.03 2.30
22 H -4.65 4.32 4.43
23 H -1.79 1.18 -1.64
24 H 1.41 1.37 0.15
25 H 3.60 1.73 -0.91
26 H 3.72 2.85 -3.16
27 H 1.62 3.18 -4.47
28 H -0.58 2.47 -3.50
29 C 4.84 -1.12 -2.26
30 C 3.83 -0.73 -3.14
31 C 2.51 -1.15 -2.95
32 C 2.20 -1.96 -1.85
33 S 0.50 -2.50 -1.59
34 C -0.13 -1.26 -0.63
35 S -1.53 -1.35 0.35
36 C -1.54 -2.99 1.10
37 C -1.97 -4.09 0.35
38 C -1.91 -5.37 0.92
39 C -1.38 -5.55 2.20
40 C -0.94 -4.45 2.93
41 C -1.03 -3.16 2.39
42 O -1.29 -0.42 1.44
43 O -2.73 -1.27 -0.45
44 O -0.16 -2.52 -2.88
45 O 0.67 -3.74 -0.85
46 C 3.21 -2.38 -0.98
47 C 4.52 -1.94 -1.17
48 H 5.86 -0.79 -2.42
49 H 4.06 -0.07 -3.99
50 H 1.72 -0.85 -3.62
51 H 0.61 -0.54 -0.32
52 H -2.35 -3.95 -0.66
53 H -2.27 -6.22 0.34
54 H -1.33 -6.56 2.63
55 H -0.53 -4.58 3.92
56 H -0.69 -2.29 2.94
57 H 2.97 -3.05 -0.16
58 H 5.30 -2.25 -0.48

ΔE to the lowest compared entry with this formula, charge and spin: 0.063 eV
Total charge: -1
HOMO energy: -0.1591 Ha
Max |F|: 1.878 eV/A

[6]
C29H22B2Br2ClF4IIrN3O3 | the ωB97M-V functional and the def2-TZVPD basis

Element x y z (Å)
1 Ir -0.03 -1.98 0.37
2 Br 1.71 -2.40 6.81
3 C 1.23 -2.29 4.98
4 C -0.13 -2.21 4.63
5 C -0.44 -2.12 3.30
6 N 0.48 -2.10 2.32
7 C 1.83 -2.22 2.64
8 C 2.19 -2.32 4.00
9 C 2.78 -2.28 1.58
10 C 4.17 -2.39 1.77
11 C 5.00 -2.46 0.68
12 Br 6.88 -2.58 0.93
13 C 4.48 -2.44 -0.62
14 C 3.11 -2.31 -0.73
15 N 2.30 -2.21 0.30
16 H -0.90 -2.22 5.38
17 H -1.47 -2.08 2.98
18 H 3.22 -2.42 4.28
19 H 4.58 -2.42 2.77
20 H 5.11 -2.52 -1.48
21 H 2.65 -2.27 -1.71
22 Cl -5.54 -2.61 -4.21
23 C -4.04 -2.44 -3.43
24 C -2.88 -2.38 -4.21
25 C -1.65 -2.26 -3.61
26 I 0.12 -2.21 -4.70
27 C -1.50 -2.14 -2.20
28 O -0.36 -1.94 -1.68
29 C -2.70 -2.22 -1.40
30 N -2.54 -2.12 -0.07
31 C -3.60 -2.23 0.71
32 C -4.89 -2.41 0.21
33 C -5.08 -2.46 -1.15
34 C -3.97 -2.38 -2.01
35 H -2.97 -2.42 -5.28
36 H -3.41 -2.18 1.77
37 H -5.72 -2.50 0.89
38 H -6.08 -2.58 -1.56
39 C 1.65 6.57 -0.37
40 C 0.63 5.76 -1.20
41 C 1.24 5.47 -2.58
42 C -0.66 6.58 -1.39
43 C 0.30 4.49 -0.46
44 C -0.25 4.56 0.84
45 C -0.58 3.44 1.59
46 C -0.36 2.21 1.00
47 O -0.57 0.95 1.45
48 B -0.16 0.08 0.45
49 O 0.29 0.82 -0.63
50 C 0.18 2.13 -0.30
51 C 0.53 3.24 -1.03
52 H 1.88 7.49 -0.90
53 H 2.56 6.00 -0.24
54 H 1.26 6.82 0.61
55 H 1.47 6.41 -3.08
56 H 0.54 4.92 -3.20
57 H 2.17 4.91 -2.49
58 H -0.42 7.50 -1.91
59 H -1.12 6.83 -0.44
60 H -1.37 6.01 -1.98
61 H -0.43 5.53 1.28
62 H -0.99 3.52 2.58
63 H 0.96 3.11 -2.01
64 F -0.35 -5.80 -1.11
65 B -0.12 -5.63 0.22
66 F -0.45 -4.15 0.46
67 F -0.97 -6.31 1.02
68 F 1.19 -5.74 0.56

Spin multiplicity: 2
ΔE to the lowest compared entry with this formula, charge and spin: 2.200 eV
Total charge: +1
HOMO energy (alpha / beta): -0.3827 / -0.3827 Ha
Max |F|: 3.276 eV/A

[7]
C29H22Br3N5O4W | the ωB97M-V functional and the def2-TZVPD basis

Element x y z (Å)
1 W -0.13 -0.41 -0.63
2 O -0.48 4.61 1.49
3 C 0.80 4.47 1.15
4 C 1.61 5.61 1.24
5 C 2.94 5.53 0.91
6 C 3.53 4.33 0.47
7 C 2.75 3.22 0.37
8 C 1.37 3.26 0.70
9 C 0.59 2.07 0.54
10 O 1.10 1.02 -0.08
11 N -0.66 1.96 0.97
12 N -1.13 0.75 0.63
13 C -2.35 0.38 1.12
14 C -2.69 -0.91 0.90
15 C -3.78 -1.63 1.51
16 C -3.69 -2.97 1.63
17 C -2.52 -3.66 1.14
18 C -1.59 -3.03 0.43
19 N -1.75 -1.64 0.09
20 H -0.93 3.75 1.50
21 H 1.16 6.53 1.58
22 H 3.55 6.42 0.99
23 H 4.58 4.30 0.23
24 H 3.17 2.28 0.04
25 H -2.91 1.08 1.73
26 H -4.59 -1.06 1.93
27 H -4.48 -3.52 2.12
28 H -2.39 -4.72 1.34
29 H -0.73 -3.50 -0.01
30 O -2.03 4.85 -3.81
31 C -1.68 3.71 -3.23
32 C -2.56 2.85 -2.57
33 C -2.05 1.71 -2.01
34 N -0.75 1.34 -2.05
35 C 0.07 2.18 -2.71
36 Br 1.90 1.78 -2.92
37 C -0.34 3.35 -3.30
38 H -2.98 5.03 -3.72
39 H -3.61 3.07 -2.49
40 H -2.72 1.05 -1.48
41 H 0.37 3.99 -3.81
42 C 0.21 -1.07 -4.17
43 C 1.33 -1.58 -3.32
44 C 2.42 -2.20 -3.94
45 C 3.42 -2.79 -3.21
46 C 3.33 -2.81 -1.81
47 C 4.22 -3.48 -0.92
48 Br 5.74 -4.34 -1.59
49 C 3.97 -3.51 0.43
50 C 2.83 -2.88 0.96
51 Br 2.49 -2.98 2.79
52 C 1.98 -2.20 0.13
53 O 0.84 -1.60 0.53
54 C 2.23 -2.16 -1.24
55 N 1.26 -1.51 -1.98
56 H -0.22 -1.91 -4.71
57 H 0.59 -0.38 -4.92
58 H -0.56 -0.58 -3.60
59 H 2.45 -2.22 -5.02
60 H 4.25 -3.27 -3.70
61 H 4.65 -4.03 1.09
62 C -1.82 -1.41 -1.42
63 H -2.79 -1.01 -1.71
64 H -1.64 -2.36 -1.92

ΔE to the lowest compared entry with this formula, charge and spin: 0.541 eV
Total charge: +2
HOMO energy (alpha / beta): -0.4899 / -0.4925 Ha
Max |F|: 1.072 eV/A